# 1
{
  "formula": "C4H8CoO",
  "method": "ωB97M-V/def2-TZVPD",
  "e_tot_ev": -43937.874,
  "multiplicity": 5,
  "e_lumo_ha": [-0.1442, -0.2127],
  "homo_lumo_gap_ev": [7.5, 9.2],
  "s2": 6.01,
  "total_charge": 1,
  "elements": ["H", "C", "C", "C", "C", "O", "Co", "H", "H", "H", "H", "H", "H", "H"],
  "positions_angstrom": [[-0.74587, 1.55585, -1.31464], [-1.73905, 1.17722, -0.24664], [-2.79043, 0.02101, -0.16699], [-1.75968, -0.26765, -1.14183], [-1.63084, -0.05237, -2.62072], [-0.69930, 0.99241, -2.80048], [-0.21451, 1.88010, -4.27505], [-1.37783, 1.46598, 0.74096], [-2.23419, 1.79268, -1.00484], [-3.76560, 0.28816, -0.57807], [-2.77788, -0.52593, 0.77454], [-0.89727, -0.81316, -0.74245], [-2.63019, 0.21200, -3.00814], [-1.25863, -1.02598, -2.99611]]
}



# 2
{
  "formula": "C4H8CsO9S2",
  "method": "ωB97M-V/def2-TZVPD",
  "e_tot_ev": -44922.558,
  "multiplicity": 2,
  "e_lumo_ha": [0.1292, 0.1042],
  "homo_lumo_gap_ev": [3.6, 2.9],
  "s2": 0.76,
  "de_lowest_ev": 0.0000,
  "total_charge": -2,
  "elements": ["Cs", "S", "O", "O", "O", "O", "S", "O", "O", "O", "O", "C", "C", "C", "O", "C", "H", "H", "H", "H", "H", "H", "H", "H"],
  "positions_angstrom": [[-0.56647, -1.20202, -1.23762], [0.74729, -4.54778, -1.59044], [0.08060, -3.95932, -2.75361], [0.59904, -5.95775, -1.49047], [2.17001, -4.17110, -1.63129], [0.15439, -3.96010, -0.38276], [1.47796, 0.50478, -3.74126], [2.08695, 0.65400, -2.43054], [2.33601, -0.30741, -4.58811], [0.17431, -0.11463, -3.67195], [1.28202, 1.86039, -4.31913], [-0.11149, 2.46441, 2.07482], [-1.47331, 2.21791, 2.76021], [-1.95886, 0.89682, 2.10904], [-0.97964, 0.52368, 1.16508], [0.28448, 1.06518, 1.56839], [0.68173, 2.54778, 2.81775], [0.01683, 3.31249, 1.40221], [-2.20538, 3.01989, 2.66534], [-1.38246, 2.23781, 3.84623], [-2.83516, 1.17023, 1.52127], [-2.23300, 0.16935, 2.87307], [0.88879, 1.06718, 0.66124], [0.76535, 0.50823, 2.37254]]
}



# 3
{
  "formula": "C4H8DyMgO3",
  "method": "ωB97M-V/def2-TZVPD",
  "e_tot_ev": -39930.142,
  "multiplicity": 7,
  "e_lumo_ha": [-0.3538, -0.3537],
  "homo_lumo_gap_ev": [3.8, 7.7],
  "s2": 12.65,
  "total_charge": 2,
  "elements": ["O", "Dy", "Mg", "O", "O", "C", "C", "C", "C", "H", "H", "H", "H", "H", "H", "H", "H"],
  "positions_angstrom": [[-2.50332, 1.49260, 1.13585], [-1.50984, 3.38879, 0.92424], [-1.19801, 0.07043, 0.69712], [-0.10295, 1.67292, 0.08602], [0.82042, -0.84099, 0.36547], [0.22132, -2.07923, -0.10822], [1.43126, -0.00528, -0.60799], [-1.25883, -1.89699, -0.08100], [1.25373, 1.43562, -0.16242], [0.58494, -2.88061, 0.56161], [0.62983, -2.30422, -1.11189], [0.92301, -0.14800, -1.57749], [2.49672, -0.25761, -0.72864], [-3.46646, 1.42552, 1.19127], [1.84747, 1.62805, 0.74820], [1.64745, 2.09433, -0.95448], [-1.81675, -2.79532, -0.37764]]
}



# 4
{
  "formula": "C4H8F2N3O",
  "method": "ωB97M-V/def2-TZVPD",
  "e_tot_ev": -16218.941,
  "e_lumo_ha": -0.1919,
  "homo_lumo_gap_ev": 8.8,
  "de_lowest_ev": 1.7483,
  "total_charge": 1,
  "elements": ["C", "C", "C", "C", "N", "N", "N", "O", "F", "F", "H", "H", "H", "H", "H", "H", "H", "H"],
  "positions_angstrom": [[-0.34873, -0.88131, -1.45607], [0.18304, 0.55010, 1.13959], [0.11392, 0.05667, -2.58590], [-1.33419, -0.25967, -0.50047], [0.04509, -2.04471, -1.32565], [0.18952, 1.83365, 1.29624], [0.64522, -0.26628, 2.01495], [1.39533, 0.19370, 3.04864], [-2.06763, -0.94994, 0.35458], [-1.93807, 0.73101, -1.05756], [0.81512, 0.77273, -2.30320], [-0.82230, 0.56902, -3.04236], [0.64469, -0.67746, -3.35317], [-0.15429, -2.70734, -0.59230], [-0.16591, 2.51613, 0.66125], [0.72221, 2.08343, 2.17759], [0.96836, -1.24958, 1.69832], [1.10859, -0.27015, 3.82552]]
}



# 5
{
  "formula": "C4H8F3GdO5S",
  "method": "ωB97M-V/def2-TZVPD",
  "e_tot_ev": -54316.886,
  "multiplicity": 8,
  "e_lumo_ha": [-0.3237, -0.4112],
  "homo_lumo_gap_ev": [9.0, 6.4],
  "s2": 16.13,
  "total_charge": 2,
  "elements": ["O", "O", "C", "O", "C", "Gd", "H", "H", "H", "H", "H", "S", "O", "O", "C", "F", "F", "F", "C", "H", "H", "H"],
  "positions_angstrom": [[-0.50608, 1.17853, -0.04946], [1.53913, 1.89076, 1.20968], [2.38073, 0.91917, 1.65194], [1.58239, 0.11763, 2.57068], [2.16323, -1.03156, 3.15204], [-0.35824, 1.37534, 2.28989], [3.24959, 1.30161, 2.21863], [2.69928, 0.24157, 0.83769], [1.39414, -1.53261, 3.74796], [2.49926, -1.71564, 2.36011], [2.97713, -0.71041, 3.81794], [-1.11046, 0.09677, -1.35945], [0.01192, -0.72799, -1.76331], [-1.95837, 0.80537, -2.48027], [-2.40241, -1.02516, -0.59358], [-1.82357, -2.07095, -0.05630], [-3.02655, -0.36362, 0.37905], [-3.29417, -1.40771, -1.47341], [-1.56034, 0.68327, -3.87202], [-2.27341, 1.30125, -4.42142], [-1.66059, -0.35101, -4.21680], [-0.52259, 1.02539, -3.94960]]
}



# 6
{
  "formula": "C4H8F7P2",
  "method": "ωB97M-V/def2-TZVPD",
  "e_tot_ev": -41881.556,
  "e_lumo_ha": 0.1132,
  "homo_lumo_gap_ev": 8.1,
  "total_charge": -1,
  "elements": ["C", "C", "P", "C", "C", "F", "H", "H", "H", "H", "H", "H", "H", "H", "F", "P", "F", "F", "F", "F", "F"],
  "positions_angstrom": [[1.22658, 1.50995, 0.50109], [0.21884, 0.64838, 0.28674], [-1.10683, 0.93076, -0.91384], [-2.53545, 0.60828, 0.20592], [-3.56810, 1.70360, 0.11291], [-4.83138, 1.19353, 0.46290], [1.46277, 1.84442, 1.50427], [1.85406, 1.83033, -0.32402], [0.13629, -0.30689, 0.80360], [-1.09374, 2.32821, -1.06917], [-2.21318, 0.49975, 1.23934], [-2.99660, -0.32277, -0.10994], [-3.37197, 2.50698, 0.81969], [-3.68004, 2.09143, -0.89904], [3.14254, -1.78349, 1.13902], [2.93332, -2.44159, -0.37148], [4.51929, -2.02544, -0.58012], [2.60183, -0.88833, -0.84650], [2.00895, -2.74906, -1.71559], [1.73472, -3.23942, 0.44719], [3.55809, -3.93863, -0.69299]]
}



# 7
{
  "formula": "C4H8FIO",
  "method": "ωB97M-V/def2-TZVPD",
  "e_tot_ev": -17140.632,
  "e_lumo_ha": [-0.0796, -0.0796],
  "homo_lumo_gap_ev": [5.8, 5.8],
  "de_lowest_ev": 2.0661,
  "total_charge": 0,
  "elements": ["C", "C", "C", "C", "O", "F", "I", "H", "H", "H", "H", "H", "H", "H", "H"],
  "positions_angstrom": [[0.74325, -1.67768, 0.42097], [-1.17466, 1.68983, -0.22462], [0.52145, -0.17975, 0.73067], [-0.82061, 0.31802, 0.18848], [1.55671, 0.58707, 0.33956], [-1.89863, -0.44103, 0.18090], [0.26980, -0.22915, -3.08892], [1.38489, -1.72039, -0.41974], [1.21760, -2.31750, 1.20497], [-0.09480, -2.34596, 0.10681], [-2.13835, 1.70619, -0.44522], [-0.49852, 1.94127, -0.96150], [-1.15273, 2.36655, 0.71572], [0.39228, 0.09334, 1.77445], [1.69232, 0.20919, -0.52253]]
}



# 8
{
  "formula": "C4H8FN",
  "method": "ωB97M-V/def2-TZVPD",
  "e_tot_ev": -8481.713,
  "e_lumo_ha": 0.0299,
  "smiles": "NCC/C=C/F",
  "homo_lumo_gap_ev": 10.4,
  "de_lowest_ev": 3.3248,
  "total_charge": 0,
  "elements": ["N", "C", "C", "C", "C", "F", "H", "H", "H", "H", "H", "H", "H", "H"],
  "positions_angstrom": [[2.39926, -0.35843, -0.09819], [1.12275, 0.38071, 0.30922], [-0.04939, -0.22442, -0.37977], [-1.36026, 0.45221, -0.27942], [-2.39486, -0.25988, -0.04698], [-3.81528, -0.07765, 0.13697], [2.45374, -1.23860, 0.58572], [3.25058, 0.49006, 0.11638], [0.70641, 0.35503, 1.26673], [1.17822, 1.43678, -0.11552], [0.40467, 0.02508, -1.25287], [-0.22923, -1.27142, -0.17872], [-1.47115, 1.58863, -0.18894], [-2.19546, -1.29810, 0.12538]]
}



# 9
{
  "formula": "C4H8FN3",
  "method": "ωB97M-V/def2-TZVPD",
  "e_tot_ev": -11458.865,
  "e_lumo_ha": 0.0176,
  "homo_lumo_gap_ev": 8.2,
  "de_lowest_ev": 5.9354,
  "total_charge": 0,
  "elements": ["C", "C", "C", "C", "H", "H", "H", "H", "H", "H", "H", "H", "N", "N", "N", "F"],
  "positions_angstrom": [[-1.61892, -0.42324, -0.23823], [-0.38393, -0.81758, 0.12154], [0.80906, 0.13518, 0.16095], [0.41085, 1.65673, 0.52764], [-3.61878, -0.65439, -0.55417], [-2.68215, -2.00858, 0.97880], [-1.93117, 0.46257, -0.78077], [-0.23096, -1.83855, 0.61222], [0.14554, 1.80485, 1.64963], [1.36593, 2.28672, 0.08238], [2.13888, -1.61042, -1.47957], [3.43433, -1.09597, -0.51238], [-2.67820, -1.15514, 0.14640], [1.94992, -0.12108, 0.23873], [2.40085, -1.36978, -0.21885], [-0.62576, 1.98547, -0.51017]]
}



# 10
{
  "formula": "C4H8FN3",
  "method": "ωB97M-V/def2-TZVPD",
  "e_tot_ev": -11443.528,
  "e_lumo_ha": -0.3723,
  "homo_lumo_gap_ev": 9.2,
  "de_lowest_ev": 0.7161,
  "total_charge": 2,
  "elements": ["C", "C", "C", "C", "N", "N", "N", "F", "H", "H", "H", "H", "H", "H", "H", "H"],
  "positions_angstrom": [[3.83856, -0.55255, 0.13632], [-1.42811, 0.25360, -0.06671], [1.03074, 0.22095, 0.11893], [-2.52832, -0.69793, -0.09973], [2.83070, -0.78830, -0.47812], [-1.60414, 1.52757, 0.01178], [-0.13188, -0.31052, -0.11642], [1.14150, 1.47023, 0.38834], [4.11992, 0.06498, 0.98898], [4.71594, -1.07538, -0.29029], [-2.51679, -1.28277, -1.02762], [-2.44276, -1.44121, 0.70106], [-3.50175, -0.21561, -0.01796], [-2.55001, 1.90995, 0.06477], [-0.86721, 2.23285, 0.01262], [-0.10639, -1.31585, -0.32595]]
}